Entry from the OMol25 dataset: a cluster of 12 separate species, C72H60N12O24 in total at a distorted geometry (the ωB97M-V functional and the def2-TZVPD basis).

Relative energy (zero: lowest compared OMol25 entry of this formula, charge and spin)   1.412 eV
Electronic energy   -5241.396135 Ha
SMILES string   O=[N+]([O-])c1ccccc1.O=[N+]([O-])c1ccccc1.O=[N+]([O-])c1ccccc1.O=[N+]([O-])c1ccccc1.O=[N+]([O-])c1ccccc1.O=[N+]([O-])c1ccccc1.O=[N+]([O-])c1ccccc1.O=[N+]([O-])c1ccccc1.O=[N+]([O-])c1ccccc1.O=[N+]([O-])c1ccccc1.O=[N+]([O-])c1ccccc1.O=[N+]([O-])c1ccccc1

```
168
Properties=species:S:1:pos:R:3:lowdin_charge:R:1
O -16.23463 -13.20865 3.66911 0.0476
N -15.77526 -14.04113 2.88899 -0.3012
O -14.66640 -14.53095 3.03337 0.0657
C -16.64379 -14.57375 1.77184 -0.1247
C -17.86893 -13.94429 1.49922 -0.0141
C -18.64667 -14.42043 0.46785 -0.0765
C -18.16561 -15.38692 -0.41173 -0.0707
C -16.93433 -15.93151 -0.19487 -0.0665
C -16.15262 -15.55606 0.90100 0.0069
H -18.14463 -13.13105 2.17627 0.1137
H -19.62784 -13.97471 0.32447 0.1050
H -18.77584 -15.77523 -1.20921 0.1159
H -16.61737 -16.66645 -0.90624 0.0968
H -15.20290 -16.02751 1.08659 0.0866
O -16.59619 -20.63056 -1.71410 0.0669
N -16.74436 -20.09768 -0.60844 -0.3390
O -17.26661 -19.02780 -0.47157 0.0513
C -16.27275 -20.77136 0.63988 -0.1185
C -15.58102 -21.97031 0.52773 0.0038
C -15.00137 -22.57658 1.67137 -0.0494
C -15.09490 -21.90519 2.86893 -0.0704
C -15.75947 -20.69658 2.97259 -0.0674
C -16.33861 -20.08479 1.87547 0.0102
H -15.61399 -22.50370 -0.40451 0.1115
H -14.62847 -23.58716 1.58316 0.1069
H -14.72612 -22.30864 3.81915 0.1148
H -15.97936 -20.18451 3.90281 0.0863
H -16.84807 -19.13081 2.02450 0.0941
O -20.45669 -21.65682 13.04149 0.0690
N -20.78284 -20.93131 12.09653 -0.3163
O -21.51553 -21.36264 11.19742 0.0480
C -20.28394 -19.52983 12.03544 -0.1351
C -20.09148 -18.88612 10.81380 0.0044
C -19.72162 -17.53714 10.82449 -0.0846
C -19.72848 -16.85382 12.02524 -0.0608
C -19.91523 -17.51200 13.22148 -0.0633
C -20.25689 -18.84907 13.24234 -0.0070
H -20.17801 -19.43351 9.88757 0.0880
H -19.49538 -16.99157 9.89918 0.0739
H -19.46541 -15.80414 12.01926 0.1161
H -19.87611 -17.04732 14.16517 0.0975
H -20.47813 -19.30104 14.20467 0.1258
O -21.28304 -15.81968 0.69851 0.0717
N -21.76808 -16.45268 1.60672 -0.3141
O -22.40440 -15.91470 2.51537 0.0501
C -21.45972 -17.90808 1.71972 -0.1400
C -20.52304 -18.45534 0.84087 0.0111
C -20.32893 -19.86288 0.81846 -0.0130
C -21.07449 -20.66964 1.71106 -0.0515
C -21.96100 -20.08937 2.58742 -0.0648
C -22.17593 -18.73021 2.57894 -0.0052
H -19.98324 -17.78348 0.21890 0.0919
H -19.61400 -20.29284 0.15752 0.0873
H -20.91297 -21.73317 1.73766 0.0874
H -22.52603 -20.77419 3.22913 0.1075
H -22.82659 -18.30638 3.33242 0.0979
O -13.68808 -17.71123 2.51870 0.0378
N -12.76697 -16.91605 2.38325 -0.3045
O -12.75268 -16.08189 1.46762 0.0656
C -11.86586 -16.86317 3.54910 -0.1391
C -10.99558 -15.78809 3.67263 -0.0056
C -10.17739 -15.73775 4.76872 -0.0640
C -10.18230 -16.76739 5.74612 -0.0696
C -10.97176 -17.88597 5.52239 -0.0656
C -11.80482 -17.97393 4.38793 0.0154
H -11.01970 -14.98726 2.97671 0.1161
H -9.59004 -14.84347 4.94515 0.1094
H -9.62683 -16.70177 6.69320 0.1168
H -10.96511 -18.64812 6.27905 0.0993
H -12.40674 -18.86215 4.26025 0.1166
O -26.19061 -14.95512 3.17337 0.0828
N -26.40764 -16.12363 2.94174 -0.3435
O -27.20642 -16.48868 2.07316 0.0668
C -25.77885 -17.06926 3.83567 -0.1618
C -26.05502 -18.41322 3.71991 0.0273
C -25.40323 -19.37514 4.57919 -0.0405
C -24.52394 -18.87685 5.52507 -0.0727
C -24.29611 -17.48626 5.62698 -0.0674
C -24.88832 -16.56175 4.79633 -0.0009
H -26.67050 -18.62683 2.87282 0.1087
H -25.55777 -20.44077 4.54806 0.1011
H -23.96432 -19.57538 6.13544 0.0956
H -23.58181 -17.13431 6.36924 0.0872
H -24.65881 -15.55246 4.97355 0.0986
O -21.14001 -23.28245 3.38954 0.0247
N -20.31994 -22.80457 4.18683 -0.3443
O -19.14963 -22.74978 3.94190 0.0967
C -20.83226 -22.30759 5.48724 -0.1288
C -22.18000 -22.55650 5.79459 -0.0021
C -22.65130 -22.16931 7.05413 -0.0702
C -21.78142 -21.59830 7.97140 -0.0551
C -20.39212 -21.53775 7.70742 -0.0508
C -19.90582 -21.88984 6.45478 0.0079
H -22.80175 -23.00398 5.05684 0.1048
H -23.67235 -22.32153 7.34356 0.1032
H -22.13525 -21.20392 8.92001 0.0888
H -19.78880 -21.17569 8.53091 0.0871
H -18.84898 -21.99546 6.23235 0.0992
O -17.12246 -21.57821 8.03178 0.0813
N -16.15729 -21.04220 7.53490 -0.3127
O -16.06503 -20.73836 6.33307 0.0457
C -15.04902 -20.59113 8.42823 -0.1217
C -14.17570 -19.52067 8.06193 0.0280
C -13.17079 -19.19775 9.00923 -0.0613
C -13.02642 -19.87733 10.22202 -0.0689
C -13.92037 -20.89217 10.52005 -0.0706
C -14.93744 -21.25767 9.64609 -0.0072
H -14.31082 -18.95489 7.14432 0.1006
H -12.47263 -18.43581 8.66854 0.0986
H -12.20987 -19.58631 10.90994 0.1259
H -13.80292 -21.41477 11.45383 0.1094
H -15.58525 -22.06254 9.92977 0.1152
O -12.39256 -16.22092 12.33392 0.0620
N -13.30484 -17.00005 12.58349 -0.3399
O -13.39326 -17.50964 13.70259 0.0586
C -14.36853 -17.10225 11.61282 -0.1698
C -15.46829 -17.90266 11.96799 0.0058
C -16.49708 -17.99792 11.06304 -0.0530
C -16.49647 -17.21976 9.90045 -0.0651
C -15.45060 -16.35747 9.57985 -0.0428
C -14.39680 -16.32147 10.47162 -0.0036
H -15.39864 -18.49379 12.86448 0.1177
H -17.32626 -18.69484 11.24130 0.1080
H -17.31183 -17.31175 9.18028 0.0687
H -15.50719 -15.83959 8.63630 0.0813
H -13.46531 -15.80689 10.25561 0.1116
O -19.28407 -18.11346 7.93330 0.0242
N -19.69185 -17.86418 6.79338 -0.2972
O -20.84413 -17.92349 6.40587 0.0761
C -18.64716 -17.56965 5.76256 -0.1358
C -19.08129 -17.27212 4.47919 0.0240
C -18.04088 -17.15239 3.52755 -0.0381
C -16.69218 -17.30548 3.88166 -0.0791
C -16.31837 -17.52113 5.20965 -0.0357
C -17.31730 -17.63730 6.19308 0.0165
H -20.13928 -17.15001 4.23218 0.1123
H -18.29489 -17.03181 2.46622 0.1041
H -15.95082 -17.35662 3.08274 0.0793
H -15.25843 -17.54178 5.40224 0.0925
H -17.12564 -17.89950 7.24194 0.0993
O -11.85334 -15.56589 7.93788 0.0737
N -12.64888 -15.08969 7.19010 -0.3088
O -13.63459 -15.68402 6.69058 0.0332
C -12.38643 -13.68409 6.71041 -0.1231
C -13.29479 -13.08247 5.85797 -0.0109
C -13.09876 -11.79294 5.40871 -0.0523
C -12.03943 -11.05226 5.92660 -0.0584
C -11.14112 -11.67457 6.77313 -0.0950
C -11.28655 -12.95955 7.15988 -0.0340
H -14.16709 -13.63708 5.50447 0.1019
H -13.84582 -11.33658 4.74902 0.1172
H -11.88784 -10.01342 5.62562 0.1133
H -10.23996 -11.19023 7.14728 0.1154
H -10.57207 -13.38954 7.86940 0.1283
O -17.07937 -14.33706 7.48720 0.0674
N -18.21421 -14.49514 7.90590 -0.3135
O -18.42926 -14.88238 9.04839 0.0551
C -19.30229 -14.41839 6.90881 -0.1469
C -20.58708 -14.81772 7.34413 -0.0058
C -21.66382 -14.73631 6.44430 -0.0500
C -21.44964 -14.22622 5.14478 -0.0719
C -20.19559 -13.80448 4.75202 -0.0435
C -19.07169 -13.86278 5.64902 0.0340
H -20.71740 -15.31850 8.30892 0.1163
H -22.62002 -15.17335 6.74026 0.0947
H -22.27301 -14.25702 4.43696 0.0953
H -20.15993 -13.43803 3.72192 0.1049
H -18.06666 -13.58426 5.40671 0.0911
```